18
Properties=species:S:1:pos:R:3:forces:R:3:nbo_charge:R:1 method="wB97M-V/def2-TZVPD" orbital_gap_ev=11.242 relative_energy_kj_mol=346.6 charge=+1 total_energy_ha=-380.581858 multiplicity=1
C 1.676 0.710 0.551 -0.65 -5.04 0.09 -0.640
C -1.135 0.247 0.605 1.33 -1.45 -2.03 0.307
C 0.163 -0.356 0.089 7.20 4.58 -0.84 0.342
N 0.583 -1.671 0.180 -3.08 -0.60 0.73 -0.843
N 0.150 -0.056 -1.462 2.95 3.10 1.67 -0.722
O -1.957 -0.727 0.033 -2.18 0.99 0.44 -0.713
O -1.289 1.542 0.086 1.38 -0.40 0.47 -0.731
H 2.490 0.653 -0.174 -0.67 0.35 -0.67 0.221
H 2.230 0.338 1.448 -1.03 -0.56 -0.40 0.232
H 1.384 1.614 0.878 -1.18 3.52 0.23 0.220
H -1.110 0.188 1.655 -0.42 0.39 1.55 0.181
H 1.490 -1.819 0.522 1.24 -0.01 0.63 0.404
H -0.110 -2.133 0.753 0.19 -0.98 -0.11 0.399
H 0.950 -0.528 -1.926 -0.90 0.32 0.39 0.452
H -0.718 -0.366 -1.716 -2.84 -1.29 -1.69 0.430
H 0.192 1.009 -1.550 -0.07 -1.84 -0.22 0.457
H -2.845 -0.427 0.284 -0.38 -0.87 -0.28 0.495
H -2.143 1.782 -0.256 -0.88 -0.21 0.03 0.510